[1]
{
  "formula": "C6H9N",
  "method": "the ωB97M-V functional and the def2-TZVPD basis",
  "elements": ["C", "C", "C", "C", "C", "C", "N", "H", "H", "H", "H", "H", "H", "H", "H", "H"],
  "coordinates": [[-0.526, -2.637, -1.307], [0.104, -1.675, -0.951], [0.840, -0.485, -0.515], [-0.062, 0.516, 0.191], [-0.566, 0.082, 1.548], [-0.888, 1.419, -0.637], [0.345, 1.904, -0.005], [-1.092, -3.481, -1.629], [1.659, -0.782, 0.152], [1.299, 0.005, -1.379], [-1.054, -0.896, 1.479], [-1.291, 0.800, 1.948], [0.264, 0.000, 2.262], [-0.851, 1.350, -1.722], [-1.846, 1.745, -0.235], [0.124, 2.456, 0.819]],
  "forces_ev_per_a": [[0.2, 0.4, 0.1], [-0.3, -0.4, -0.2], [0.1, 0.0, 0.0], [-0.1, -0.2, 0.1], [0.0, 0.0, 0.0], [-0.3, 0.0, -0.2], [0.1, 0.2, 0.2], [0.1, 0.1, 0.0], [-0.1, 0.0, -0.1], [-0.1, 0.0, 0.1], [0.1, 0.1, 0.0], [0.1, -0.1, -0.1], [-0.1, 0.0, -0.1], [0.0, 0.0, 0.2], [0.2, 0.0, 0.0], [0.0, -0.1, -0.1]],
  "lowdin_charge": [0.111, -0.139, -0.153, -0.545, -0.028, -0.117, 0.049, 0.022, 0.124, 0.124, 0.082, 0.082, 0.086, 0.106, 0.107, 0.091],
  "lumo_ev": 1.0,
  "smiles": "C#CC[C@]1(C)CN1",
  "homo_ev": -9.56,
  "relative_energy_kcal_mol": 65.5,
  "spin_multiplicity": 1,
  "largest_force_ev_per_a": 0.529
}



[2]
{
  "formula": "C6H9N",
  "method": "the ωB97M-V functional and the def2-TZVPD basis",
  "elements": ["C", "C", "C", "N", "C", "C", "C", "H", "H", "H", "H", "H", "H", "H", "H", "H"],
  "coordinates": [[1.774, -0.988, 0.743], [0.557, -0.475, 0.032], [-0.619, -1.088, 0.164], [-1.715, -0.573, -0.614], [-1.855, 0.774, -0.103], [-0.774, 1.549, -0.125], [0.462, 0.869, -0.707], [1.555, -1.134, 1.808], [2.643, -0.332, 0.658], [2.044, -1.967, 0.336], [-0.893, -1.765, 0.969], [-1.339, -0.522, -1.567], [-2.767, 0.936, 0.458], [-0.719, 2.504, 0.386], [1.381, 1.462, -0.649], [0.265, 0.749, -1.787]],
  "forces_ev_per_a": [[0.2, 0.0, 0.0], [-0.2, -0.2, 0.0], [0.3, -0.1, 0.0], [0.0, 0.1, 0.1], [0.0, 0.3, 0.1], [-0.2, -0.1, 0.0], [0.0, -0.1, 0.1], [0.1, 0.1, -0.1], [-0.1, 0.0, 0.0], [0.1, 0.1, 0.1], [0.3, -0.4, -0.4], [-0.4, 0.1, 0.2], [0.0, 0.4, -0.3], [0.0, 0.0, -0.3], [-0.2, -0.1, 0.2], [0.2, -0.2, 0.2]],
  "lowdin_charge": [-0.061, -0.275, -0.134, -0.036, -0.152, -0.084, -0.130, 0.081, 0.071, 0.077, 0.119, 0.102, 0.102, 0.098, 0.107, 0.116],
  "lumo_ev": 1.0,
  "smiles": "CC1=CNC=CC1",
  "homo_ev": -8.60,
  "relative_energy_kcal_mol": 51.0,
  "spin_multiplicity": 1,
  "largest_force_ev_per_a": 0.697
}



[3]
{
  "formula": "C6H9N",
  "method": "the ωB97M-V functional and the def2-TZVPD basis",
  "elements": ["C", "C", "C", "C", "C", "C", "N", "H", "H", "H", "H", "H", "H", "H", "H", "H"],
  "coordinates": [[2.666, 1.026, 1.602], [1.724, 0.343, 0.711], [0.967, -0.237, -0.027], [0.051, -0.958, -0.935], [-1.238, -1.393, -0.322], [-2.208, 0.825, -0.259], [-2.201, -0.498, -0.111], [2.455, 2.099, 1.656], [3.695, 0.905, 1.247], [2.615, 0.622, 2.619], [0.574, -1.833, -1.343], [-0.181, -0.299, -1.791], [-1.439, -2.416, -0.043], [-3.135, 1.347, -0.070], [-1.284, 1.335, -0.486], [-3.080, -0.886, 0.214]],
  "forces_ev_per_a": [[0.1, 0.1, 0.1], [-0.3, -0.3, -0.3], [0.3, 0.3, 0.3], [0.0, 0.0, 0.0], [-0.1, 0.0, 0.0], [0.0, 0.1, 0.0], [0.1, 0.0, 0.1], [0.0, -0.2, 0.0], [-0.2, 0.0, 0.0], [0.0, 0.0, -0.2], [-0.1, 0.2, 0.1], [0.1, -0.1, 0.1], [-0.1, 0.1, -0.1], [0.2, -0.1, 0.0], [-0.1, 0.0, 0.0], [0.2, 0.0, 0.0]],
  "lowdin_charge": [-0.115, -0.088, -0.048, -0.222, -0.169, -0.038, -0.107, 0.074, 0.075, 0.075, 0.112, 0.115, 0.097, 0.043, 0.044, 0.153],
  "lumo_ev": 1.0,
  "homo_ev": -6.67,
  "relative_energy_kcal_mol": 90.0,
  "spin_multiplicity": 1,
  "largest_force_ev_per_a": 0.545
}